{"formula": "C3H6N4", "method": "wB97M-V/def2-TZVPD", "multiplicity": 1, "mol_weight_g_mol": 98.1, "charge": 0, "homo_lumo_gap_ev": 9.33, "e_above_lowest_kcal_mol": 80.1, "e_homo_ev": -8.370, "elements": ["C", "C", "C", "N", "N", "N", "N", "H", "H", "H", "H", "H", "H"], "positions_angstrom": [[-1.59724, 0.56643, -2.05676], [-0.27029, -0.66694, 0.20325], [1.18685, 1.18557, 0.57688], [-1.57113, -0.48225, -1.52979], [-1.27287, -1.22878, -0.59673], [0.15520, 0.48320, -0.13113], [0.02531, -1.45333, 1.28565], [-1.61672, 1.12691, -2.94689], [0.89353, 2.23737, 0.63276], [1.38122, 0.82622, 1.59335], [2.10614, 1.12217, -0.01186], [-0.33057, -2.39210, 1.23703], [0.91057, -1.32447, 1.74423]], "forces_ev_per_angstrom": [[-0.6, -0.7, 0.0], [0.1, 1.0, -0.4], [-0.1, 0.0, -0.1], [-0.1, 1.4, -0.4], [-0.4, -2.1, 0.8], [0.3, -0.2, 0.3], [0.1, 0.1, 0.0], [0.3, 0.4, -0.5], [0.2, -0.1, 0.1], [0.0, 0.0, 0.1], [0.1, 0.1, 0.2], [0.0, 0.0, 0.0], [-0.1, 0.0, -0.1]]}

***

{"formula": "C2H14NO5", "method": "wB97M-V/def2-TZVPD", "multiplicity": 1, "mol_weight_g_mol": 132.1, "charge": -1, "homo_lumo_gap_ev": 6.51, "e_above_lowest_kcal_mol": 75.9, "e_homo_ev": -3.972, "elements": ["C", "O", "C", "N", "H", "H", "H", "H", "H", "H", "H", "H", "O", "H", "H", "O", "H", "H", "O", "H", "H", "O"], "positions_angstrom": [[0.18476, -3.23847, 0.41559], [0.90373, -2.22954, -0.07418], [-0.99123, -2.62438, 1.22574], [-1.35277, -1.22627, 0.85198], [-0.32318, -3.70409, -0.38048], [0.82764, -3.69838, 1.06627], [-1.94440, -3.09948, 1.09652], [-0.77811, -2.33107, 2.38092], [-1.20540, -0.39773, 1.46558], [-0.85905, -0.90358, 0.00999], [1.96310, -1.23316, 1.00570], [2.09007, -0.01060, 0.19928], [2.45734, -0.40326, 1.11283], [2.52333, 6.56478, -0.45283], [2.13277, 6.08252, 0.85310], [2.88681, 6.55549, 0.37973], [-3.89682, 4.80649, -1.84931], [-5.27411, 4.79000, -1.54137], [-4.50189, 5.35836, -1.38722], [2.36072, -3.08560, -2.57010], [1.28288, -2.84256, -1.42658], [1.51382, -3.12948, -2.38115]], "forces_ev_per_angstrom": [[-2.1, 3.3, 0.6], [1.9, 1.7, -1.5], [0.0, 3.3, 3.5], [-0.2, 2.0, -1.6], [-0.4, -2.1, -1.0], [1.0, -2.9, 1.7], [-0.3, -1.1, 0.4], [-0.2, -2.0, -2.1], [0.2, -1.8, 0.1], [0.0, -0.8, 0.2], [-0.4, -0.9, -0.2], [1.4, -1.1, 3.1], [-0.9, 2.0, -3.0], [-0.9, 0.3, -3.5], [1.7, 0.9, -0.4], [-0.8, -1.2, 3.9], [1.6, -0.4, -0.5], [-0.3, 0.6, 0.5], [-1.3, -0.3, 0.1], [6.3, 0.5, -0.9], [0.7, 0.7, -0.1], [-6.7, -0.8, 0.7]]}

***

{"formula": "C14H20BCl4F10N5NiO4S2", "method": "wB97M-V/def2-TZVPD", "multiplicity": 3, "mol_weight_g_mol": 787.8, "charge": 0, "homo_lumo_gap_ev": [8.62, 6.66], "e_homo_ev": [-10.513, -10.513], "elements": ["Ni", "B", "F", "F", "F", "F", "C", "F", "F", "F", "S", "O", "O", "N", "S", "O", "O", "C", "F", "F", "F", "C", "C", "N", "H", "H", "H", "C", "C", "N", "H", "H", "H", "C", "C", "N", "H", "H", "H", "C", "C", "N", "H", "H", "H", "Cl", "C", "C", "Cl", "H", "H", "H", "H", "Cl", "C", "C", "Cl", "H", "H", "H", "H"], "positions_angstrom": [[-0.76739, 0.14232, -2.80013], [-2.80187, -0.46498, -4.35117], [-3.65102, 0.40705, -5.01330], [-1.52860, -0.28358, -4.72580], [-2.68719, -0.15841, -3.02520], [-3.14010, -1.77494, -4.51099], [-2.76148, 0.86298, 0.79781], [-3.31094, 0.45759, 1.93362], [-3.74395, 0.87377, -0.14786], [-2.26085, 2.14988, 0.84185], [-1.35950, -0.41577, 0.30028], [-0.66585, -0.90838, 1.45700], [-2.04304, -1.42780, -0.47714], [-0.38394, 0.40329, -0.90009], [0.66554, 1.22819, -0.03048], [1.21185, 2.39488, -0.67074], [0.33060, 1.54537, 1.33512], [2.09887, -0.07509, 0.00100], [3.17655, 0.41994, 0.59674], [1.70913, -1.17859, 0.62132], [2.44767, -0.41703, -1.23007], [-0.44988, -4.41218, -1.44650], [-0.34676, -3.11686, -2.10085], [-0.26177, -2.11413, -2.64280], [0.32050, -4.35411, -0.67757], [-0.37267, -5.15515, -2.24031], [-1.43287, -4.49529, -0.98291], [-6.31492, 0.78886, -2.90718], [-7.01222, -0.55788, -2.71875], [-7.53168, -1.57640, -2.56800], [-5.38501, 0.84409, -2.34121], [-6.99559, 1.52330, -2.47661], [-6.00822, 0.79707, -3.95311], [5.17874, -2.19979, -1.66262], [5.77868, -1.00959, -1.06454], [6.21957, -0.04701, -0.57474], [5.57760, -3.10725, -1.20928], [5.29889, -2.24487, -2.74504], [4.11112, -2.20051, -1.44289], [2.29925, 4.83041, -2.41394], [3.07201, 3.75036, -3.10695], [3.66731, 2.85572, -3.61092], [3.03539, 5.21487, -1.70798], [1.42988, 4.46062, -1.87029], [1.94695, 5.63133, -3.06395], [2.82173, 1.96711, 5.59814], [2.07188, 1.99764, 3.97096], [1.84427, 3.48022, 3.69432], [0.55385, 4.18267, 4.75422], [1.15580, 1.41419, 3.87887], [2.82209, 1.53152, 3.33220], [1.66258, 3.63585, 2.63090], [2.79963, 3.96855, 3.88646], [1.70267, -2.14186, 4.99561], [0.01852, -1.93620, 4.57438], [-0.75732, -2.94405, 5.40385], [-0.45306, -4.64328, 4.95207], [-0.15508, -2.09823, 3.51056], [-0.19973, -0.88161, 4.74266], [-1.78655, -2.67315, 5.16847], [-0.46023, -2.74543, 6.43360]], "forces_ev_per_angstrom": [[0.0, -2.1, -0.2], [-3.6, -1.3, -2.5], [0.1, -0.1, 0.4], [4.8, 1.1, -1.5], [-0.7, 1.1, 4.1], [-0.3, -0.3, 0.1], [-0.2, 1.4, -1.0], [0.8, 0.5, -0.5], [1.5, -0.3, 0.8], [-0.9, -2.2, 0.4], [-1.5, -2.3, -1.2], [-0.6, 1.1, -0.7], [0.1, 1.2, 0.4], [-1.7, -0.2, 2.4], [4.1, 2.5, 1.4], [-0.4, -1.0, -1.5], [-0.6, -1.3, -0.6], [-0.1, 0.8, 0.5], [-0.5, 0.1, 0.1], [0.1, -0.1, 0.2], [-0.3, 0.1, -0.8], [-0.2, 0.9, -0.2], [-0.4, 0.1, -0.3], [0.0, 1.4, -0.1], [0.1, -0.8, -0.1], [0.4, -0.3, 0.4], [0.0, 0.1, 0.0], [-0.5, -2.1, 0.5], [0.8, 0.7, 0.2], [0.3, 0.7, -0.1], [-0.1, -0.4, 0.2], [0.1, 0.3, -0.8], [-0.5, 0.8, 0.0], [-0.3, -0.2, 0.2], [0.8, 1.8, 0.8], [-0.8, -2.0, -1.0], [0.2, 0.1, -0.1], [0.2, 0.2, 0.1], [0.0, 0.1, -0.1], [0.9, -0.5, -0.1], [0.9, -2.7, -1.6], [-2.2, 3.3, 1.8], [-0.3, 0.4, 0.2], [0.3, -0.4, 0.0], [0.4, -0.2, -0.2], [-0.2, -0.7, 0.3], [0.1, 0.5, 0.3], [0.6, -0.4, -0.5], [0.6, -0.3, -0.8], [0.1, 0.0, 0.5], [-0.1, 0.4, -0.3], [-0.7, 0.1, 0.1], [-0.3, 0.3, 0.3], [1.3, 0.1, -0.2], [0.1, -0.5, -0.6], [-0.3, 1.5, -0.5], [-0.1, 0.5, 0.1], [0.3, -0.2, 0.0], [-0.5, -0.2, 0.5], [-0.3, -0.6, 0.6], [-0.5, -0.5, 0.1]]}

***

{"formula": "C25H20N6O3", "method": "wB97M-V/def2-TZVPD", "multiplicity": 1, "mol_weight_g_mol": 452.5, "charge": 0, "homo_lumo_gap_ev": 7.82, "e_homo_ev": -7.714, "elements": ["N", "C", "C", "C", "C", "N", "C", "N", "C", "C", "O", "N", "C", "C", "C", "C", "C", "C", "C", "O", "C", "O", "C", "N", "C", "C", "C", "C", "C", "C", "N", "C", "C", "C", "H", "H", "H", "H", "H", "H", "H", "H", "H", "H", "H", "H", "H", "H", "H", "H", "H", "H", "H", "H"], "positions_angstrom": [[-7.83916, -2.03801, -1.43440], [-6.54412, -1.74632, -1.07560], [-5.82077, -0.76188, -1.75364], [-4.54477, -0.42410, -1.35823], [-3.95959, -1.06102, -0.26886], [-2.65520, -0.70767, 0.13251], [-1.66025, -1.56399, 0.54728], [-1.76973, -2.89986, 0.61134], [-0.51940, -0.85490, 0.91638], [0.72978, -1.48320, 1.31599], [0.87600, -2.70611, 1.33712], [1.68790, -0.59997, 1.66447], [3.04543, -0.98537, 1.94244], [4.01733, -0.61787, 0.84280], [3.83863, 0.52578, 0.07939], [4.73316, 0.88892, -0.92542], [5.81336, 0.06779, -1.13010], [6.00303, -1.08319, -0.36465], [5.12182, -1.44676, 0.62194], [7.14867, -1.71650, -0.77281], [7.66898, -0.93330, -1.82464], [6.83573, 0.18488, -2.03764], [-0.80819, 0.51510, 0.70545], [-0.07711, 1.59646, 0.86676], [-0.68799, 2.76064, 0.53797], [0.02437, 3.96729, 0.67714], [-0.56470, 5.15904, 0.35601], [-1.88494, 5.19988, -0.11703], [-2.60504, 4.04612, -0.26720], [-2.02951, 2.80442, 0.05324], [-2.77163, 1.67749, -0.11869], [-2.16184, 0.57654, 0.20358], [-4.67744, -2.02796, 0.42778], [-5.95043, -2.37224, 0.02216], [-8.22572, -2.90421, -1.09921], [-8.13268, -1.76222, -2.35630], [-6.27296, -0.26178, -2.59744], [-3.99594, 0.34207, -1.88083], [-2.47183, -3.38167, 0.07621], [-0.87295, -3.34386, 0.81565], [1.45875, 0.38140, 1.56659], [3.04031, -2.06985, 2.08150], [3.36944, -0.51437, 2.87998], [2.98188, 1.15830, 0.25224], [4.58639, 1.77649, -1.51746], [5.27596, -2.34175, 1.20133], [8.68393, -0.59257, -1.56326], [7.71724, -1.53777, -2.74537], [1.03839, 3.91840, 1.04438], [-0.01363, 6.08164, 0.46605], [-2.33019, 6.15276, -0.36273], [-3.62191, 4.05226, -0.62851], [-4.24775, -2.49640, 1.30040], [-6.50309, -3.12385, 0.56692]], "forces_ev_per_angstrom": [[-0.4, -0.1, -0.1], [0.3, 0.1, 0.2], [-0.1, -0.1, 0.1], [0.1, -0.2, 0.0], [-0.5, -0.2, -0.1], [0.0, -0.3, 0.1], [0.6, 0.0, 0.2], [-0.1, 0.1, -0.1], [-0.1, -0.3, 0.0], [-0.2, 0.3, 0.0], [0.1, -0.3, 0.0], [0.1, 0.2, 0.1], [0.1, -0.2, 0.1], [-0.1, 0.1, -0.1], [0.0, -0.1, 0.1], [0.4, -0.1, -0.2], [-0.1, -0.4, 0.4], [-0.2, 0.5, -0.2], [0.2, 0.0, -0.2], [-0.3, -0.1, 0.4], [1.0, -0.3, -0.7], [-0.4, 0.3, 0.1], [0.0, 0.3, -0.1], [-0.1, -0.7, 0.1], [-0.4, 0.3, -0.2], [-0.1, 0.2, 0.0], [0.2, 0.0, 0.1], [-0.2, 0.0, -0.1], [0.1, 0.2, 0.0], [0.5, 0.2, 0.2], [-0.1, -1.0, 0.1], [0.1, 1.3, 0.0], [0.1, 0.2, -0.1], [-0.1, 0.0, -0.2], [0.0, 0.0, -0.1], [0.0, -0.1, 0.0], [0.0, 0.1, -0.1], [0.0, 0.0, -0.1], [0.0, 0.0, 0.0], [-0.1, 0.0, -0.1], [0.0, 0.0, 0.0], [0.1, 0.2, 0.1], [-0.1, -0.1, -0.1], [-0.1, 0.1, 0.0], [0.0, 0.1, -0.1], [0.0, -0.2, 0.1], [-0.3, 0.0, 0.0], [-0.1, 0.1, 0.2], [0.1, 0.0, 0.0], [0.1, 0.1, 0.0], [-0.1, 0.1, 0.0], [-0.1, 0.0, 0.0], [0.0, 0.0, 0.1], [-0.1, -0.1, 0.1]]}

***

{"formula": "C5H8N2", "method": "wB97M-V/def2-TZVPD", "multiplicity": 1, "mol_weight_g_mol": 96.1, "charge": 0, "homo_lumo_gap_ev": 10.78, "e_above_lowest_kcal_mol": 31.1, "e_homo_ev": -9.975, "elements": ["C", "C", "C", "C", "N", "C", "N", "H", "H", "H", "H", "H", "H", "H", "H"], "positions_angstrom": [[0.01616, 0.40602, -1.60525], [-0.03550, 0.20870, -0.10552], [-1.11549, -0.77872, 0.36528], [-0.58696, -1.91440, 1.12835], [-0.15648, -2.80595, 1.72696], [1.20574, 0.38875, 0.68141], [0.12203, 1.36720, 0.76929], [0.24409, -0.53580, -2.11669], [-0.94334, 0.77540, -1.98763], [0.79185, 1.13032, -1.87739], [-1.66368, -1.18105, -0.49391], [-1.83506, -0.24407, 0.99358], [2.11128, 0.65159, 0.13612], [1.37064, -0.20369, 1.57877], [0.34194, 2.20112, 0.22935]], "forces_ev_per_angstrom": [[0.0, 0.0, 0.0], [0.0, -0.1, -0.1], [0.0, 0.0, 0.0], [0.4, -0.7, 0.5], [-0.4, 0.9, -0.6], [0.2, -0.2, 0.0], [-0.1, 0.3, -0.1], [0.0, 0.1, 0.1], [0.1, -0.1, 0.1], [-0.1, -0.1, 0.1], [0.1, 0.1, 0.1], [0.1, -0.1, -0.1], [-0.2, 0.0, 0.1], [0.0, 0.1, -0.1], [0.0, -0.1, 0.0]]}

***

{"formula": "C4H3FOS", "method": "wB97M-V/def2-TZVPD", "multiplicity": 1, "mol_weight_g_mol": 118.1, "charge": 0, "homo_lumo_gap_ev": 8.91, "e_above_lowest_kcal_mol": 4.1, "e_homo_ev": -9.080, "elements": ["F", "C", "C", "O", "C", "S", "C", "H", "H", "H"], "positions_angstrom": [[-2.33354, -0.55198, -0.04958], [-1.08691, -0.00122, -0.06164], [-0.65281, 1.26377, -0.05952], [0.73564, 1.34468, 0.01378], [1.27132, 0.08182, -0.02501], [2.92001, -0.21542, -0.05011], [0.08904, -0.95738, 0.01531], [-1.13739, 2.23833, 0.01694], [0.12033, -1.69184, -0.78732], [0.07431, -1.51076, 0.98714]], "forces_ev_per_angstrom": [[1.0, 1.2, -0.1], [0.4, -0.7, 0.1], [-1.0, -0.2, 0.5], [0.5, -1.2, -0.3], [1.1, -0.9, 0.3], [-2.5, 0.5, 0.0], [0.3, 1.3, 0.6], [0.0, -0.6, -0.2], [0.2, 0.1, -0.1], [0.2, 0.4, -0.7]]}